Entry 1:
23
Properties=species:S:1:pos:R:3:forces:R:3 method="wB97M-V/def2-TZVPD" charge=-1 energy_ev=-25414.434
S -3.2016 -0.2064 0.2081 0.1 0.5 -0.2
H -2.9369 0.8392 -0.6167 -0.1 -0.3 0.2
H -1.5719 -1.4756 0.2038 0.4 -0.3 -0.1
H -1.2808 -2.9956 0.0979 0.0 0.0 -0.1
O -0.8176 -2.1591 0.1977 -0.6 0.1 0.0
H -0.0606 -1.2325 2.3313 0.3 -0.6 -0.4
H 0.3362 0.1282 1.9307 0.4 -0.4 0.1
O 0.7511 -0.7814 2.0691 -0.6 1.2 0.5
H 3.4136 -0.8452 0.2613 0.1 -0.2 0.3
H 2.0683 -0.4929 1.0133 0.3 -0.3 0.2
O 2.7637 -0.1576 0.4031 -0.1 0.4 0.0
H -0.0503 2.0996 -1.2638 0.3 0.0 0.2
H 1.1202 2.1216 -0.2143 0.0 0.3 -0.8
O 0.3994 2.6633 -0.5854 0.4 -0.2 0.0
H 0.0694 0.2151 -2.0314 0.0 -0.8 0.1
H -1.4959 0.4621 -2.0222 0.4 -0.3 0.2
O -0.6463 0.7775 -2.3637 -0.4 1.0 -0.3
H -0.1026 1.9087 0.8350 -0.6 0.4 0.0
H -1.3998 1.2312 1.2689 -0.1 -0.2 0.1
O -0.5365 1.5252 1.6144 -0.1 -0.3 0.5
H 0.3599 -1.5641 -1.0101 0.4 0.1 -0.4
H 1.7109 -0.9127 -0.8096 0.4 0.5 0.1
O 1.1079 -1.1484 -1.5175 -1.1 -0.6 -0.1



Entry 2:
23
Properties=species:S:1:pos:R:3:forces:R:3 method="wB97M-V/def2-TZVPD" charge=-1 energy_ev=-25413.651
S -2.9030 -0.8820 0.1575 -0.3 -0.4 0.4
H -3.6000 -1.6340 1.0766 0.5 0.5 -0.5
H -1.0777 -1.9747 -0.0159 0.4 0.3 0.5
H -0.3127 -3.1655 0.5341 -0.4 -2.4 0.7
O -0.1441 -2.3130 0.2263 -0.8 1.5 -0.9
H 0.0552 -1.5655 1.8090 0.0 0.7 -0.2
H -0.1248 -0.0586 2.1827 -0.4 0.0 -0.3
O 0.3894 -0.8425 2.3709 0.6 -0.2 0.9
H 1.9095 -0.1609 1.1999 -2.1 -1.1 2.6
H 2.0277 1.0292 0.2703 -1.4 2.3 0.0
O 2.3631 0.2025 0.5001 3.8 -1.4 -2.2
H 0.6961 1.7820 -0.9237 -0.3 -1.6 -3.5
H -0.1312 2.5571 0.0391 -0.1 -0.1 0.0
O 0.7473 2.1806 -0.1085 0.4 2.2 3.5
H 1.0409 0.0279 -2.1213 0.4 -1.5 0.4
H -0.0680 0.7099 -2.8249 -1.0 0.0 -0.5
O 0.7487 0.8925 -2.3901 0.3 1.5 -0.6
H -2.2118 1.8881 0.1453 -0.6 -1.6 -0.2
H -1.9416 2.9789 1.1090 -0.2 0.3 1.1
O -1.8647 2.7632 0.1951 0.3 1.2 -0.7
H 0.8750 -2.0109 -0.9991 0.7 0.8 0.1
H 1.9812 -0.9286 -0.9464 2.7 3.1 4.2
O 1.5455 -1.4757 -1.4862 -2.6 -3.9 -4.6



Entry 3:
25
Properties=species:S:1:pos:R:3:forces:R:3 method="wB97M-V/def2-TZVPD" charge=+4 energy_ev=-17903.748
Hf -0.0056 -0.0112 -0.0182 0.6 1.3 0.9
O -1.4971 0.6745 1.3179 -2.0 1.5 0.3
H -2.1846 1.3981 1.1008 1.0 -1.3 0.8
H -1.5450 0.4324 2.2708 -0.3 0.3 -0.3
O -0.9789 1.7025 -1.0101 1.4 0.9 0.7
H -0.5319 2.5786 -1.0843 -0.5 -0.3 -0.3
H -1.8111 1.7608 -1.4592 -1.4 0.2 -0.8
O 0.9471 1.7646 0.9552 -3.6 2.3 -0.4
H 0.4451 2.6764 1.0707 1.3 -2.3 0.1
H 1.8203 1.9701 1.1929 2.7 0.5 0.8
O -0.6896 -0.6325 -1.9389 0.3 0.1 -0.5
H -1.0545 -1.4735 -2.2193 -0.6 -0.7 -0.4
H -0.5226 -0.1139 -2.7407 -0.1 0.1 -0.5
O 0.6383 -0.6773 2.0321 -0.5 -0.9 -1.3
H 1.0507 -0.2325 2.7587 0.7 0.8 1.2
H 0.6193 -1.6216 2.2557 0.0 -0.1 0.4
O 1.5852 0.6948 -1.3530 0.1 0.5 0.4
H 2.2176 1.4510 -1.3116 -0.2 -0.5 -0.3
H 1.8419 0.0915 -2.0548 0.8 0.0 -0.6
O -1.2682 -1.7124 0.3327 -1.5 -0.8 1.0
H -1.0777 -2.6428 0.1260 -0.1 -0.2 0.0
H -2.0848 -1.7428 0.9093 0.6 0.1 -0.7
O 1.1967 -1.7340 -0.3401 0.3 -1.2 -0.7
H 1.8004 -2.1964 0.2387 1.1 -0.1 1.0
H 1.0888 -2.4046 -1.0312 0.0 -0.1 -0.7



Entry 4:
44
Properties=species:S:1:pos:R:3:forces:R:3 method="wB97M-V/def2-TZVPD" charge=-1 energy_ev=-74734.419
Li -2.9029 -1.7338 -1.0040 0.0 0.4 -0.4
Li 0.5500 -4.3887 -0.2694 0.9 0.3 -0.5
Li 3.4851 -3.4875 2.2675 -0.4 0.3 -0.6
Li 5.1585 0.1862 -0.1170 -0.8 -0.2 -0.1
Li -1.4653 1.8701 -2.4923 -0.3 -0.4 -0.4
S 4.2242 -5.5978 -2.7052 1.7 0.2 -1.8
O 3.4339 -5.5239 -1.4670 -1.9 0.8 2.9
O 3.4805 -6.3724 -3.6804 -0.7 -0.9 -0.6
O 4.4281 -4.2338 -3.2737 0.3 0.2 0.8
O 5.5093 -6.2633 -2.3723 -0.2 0.6 0.0
S -3.9061 -0.4601 -5.6451 -0.1 -1.0 -1.8
O -2.9740 -1.1500 -6.5454 0.5 0.0 -0.4
O -3.2241 -0.2968 -4.3486 1.9 0.8 3.7
O -4.2981 0.8373 -6.1512 -0.1 1.8 -0.4
O -5.0751 -1.2926 -5.4430 -1.6 -1.1 0.6
S 0.8720 -0.1993 0.9919 -2.3 -1.1 1.9
O 1.0321 -1.6882 1.1968 1.0 -1.0 -0.2
O 0.2236 0.3663 2.1584 -0.3 0.5 2.3
O 2.1262 0.4696 0.7759 3.2 0.6 -1.0
O -0.0797 0.0069 -0.0771 -1.3 0.0 -3.4
O 0.9851 4.2876 -1.1341 0.0 0.1 -0.3
H 0.3387 4.5447 -0.4767 -0.2 0.1 0.2
H 1.5350 3.6419 -0.6903 0.1 -0.4 0.2
O 3.8869 5.4365 2.0160 0.1 0.1 0.2
H 3.2441 5.4517 1.3069 -0.3 0.1 -0.2
H 4.3475 4.6048 1.9047 0.1 -0.2 0.0
O -3.5678 1.5422 2.9436 -0.2 0.1 -0.2
H -3.7091 1.4557 3.8863 -0.1 0.0 0.2
H -2.6202 1.4625 2.8346 0.5 -0.2 -0.1
O -0.7216 -1.4746 5.7988 0.0 -0.3 0.1
H -1.3013 -0.8736 6.2667 -0.1 0.1 0.2
H -0.5681 -1.0511 4.9542 0.2 0.2 -0.4
O 0.6023 3.9533 4.1371 -0.2 0.2 0.1
H 1.5408 3.9623 4.3251 0.2 0.1 0.0
H 0.4293 3.0664 3.8213 0.0 -0.4 -0.2
O -3.3708 -2.7756 1.8554 0.1 0.0 -0.6
H -2.7957 -2.8476 2.6172 0.3 0.1 0.2
H -4.2551 -2.8451 2.2150 -0.3 0.0 0.0
O -3.1322 3.6075 -0.4265 0.4 -0.2 -0.3
H -2.9070 3.2724 0.4414 0.0 -0.2 0.3
H -3.5969 4.4265 -0.2544 -0.2 0.2 -0.1
O 1.5421 -1.2196 -3.7374 -0.1 0.3 -0.1
H 1.1181 -1.0508 -2.8959 -0.1 0.1 0.3
H 2.3778 -1.6259 -3.5078 0.3 -0.4 -0.1



For each record above, in turn, the calculated HOMO energy values are -4.370; -4.267; -29.360; -2.923 eV.
For each record above, in turn, the calculated orbital gap values are 7.7; 7.7; 13.1; 1.3 eV.
For each record above, in turn, the calculated max |F| values are 0.027; 0.128; 0.084; 0.082 Eh/bohr.